Entry from OMol25: a single CCl2O3S molecule (wB97M-V/def2-TZVPD).

Frontier orbital gap: 9.84 eV
Highest occupied orbital energy: -11.38 eV
Largest force on an atom: 2.734 eV Å⁻¹
SMILES: O=C(Cl)S(=O)(=O)Cl

Atoms and positions in Å:
Cl (1.7236, 1.2490, -0.4025)
Cl (-1.0807, -0.3167, -1.7868)
S (-0.2961, -0.8497, 0.0492)
O (0.8781, -1.5669, -0.3530)
O (-1.2831, -1.4577, 0.9241)
O (-0.2793, 1.9151, 1.0393)
C (0.3376, 1.0269, 0.5296)

Entry from OMol25: 2 unconnected molecules or ions with the total composition C5H7N2OS (wB97M-V/def2-TZVPD).

Frontier orbital gap: 5.62 eV
Highest occupied orbital energy: -2.07 eV
Largest force on an atom: 3.431 eV Å⁻¹
Total charge: -1

Atoms and positions in Å:
S (-3.8656, -0.9038, 0.2155)
O (-3.4230, 1.6923, 0.8250)
N (-0.3102, -0.8090, 0.7110)
N (-1.1082, 0.2176, 0.4492)
C (0.9170, -0.5779, 0.2126)
C (1.0809, 0.7690, -0.3877)
C (-3.2817, 0.5404, 0.5896)
C (1.9886, -1.6299, 0.1190)
C (-0.4409, 1.1443, -0.4360)
H (2.5897, -1.8762, 1.0528)
H (1.5458, 0.7328, -1.3798)
H (-0.7906, 2.1203, -0.2332)
H (1.6335, 1.3365, 0.3926)
H (1.6484, -2.6227, -0.1783)
H (2.6869, -1.0472, -0.5003)
H (-0.8707, 0.9135, -1.4519)

Entry from OMol25: a molecular structure, C22H21AsCl5MoN3O6 (wB97M-V/def2-TZVPD).

Frontier orbital gap (alpha / beta): 6.34 / 6.34 eV
Highest occupied orbital energy (alpha / beta): -13.94 / -13.94 eV
Largest force on an atom: 0.439 eV Å⁻¹
Total charge: +2

Atoms and positions in Å:
Mo (0.0692, -1.1992, -0.4884)
As (0.0523, 0.8456, 1.0187)
Cl (2.7182, -4.9801, -3.9706)
Cl (0.6541, -3.1681, -2.4122)
Cl (4.4327, -1.6448, 1.0030)
Cl (6.5529, -3.4102, -0.5055)
Cl (5.6853, -5.0756, -2.9889)
O (-0.9777, -0.3428, -3.9311)
O (-1.0890, -0.5448, -1.7100)
O (-1.0474, -2.1250, 0.9576)
O (-4.0409, 2.5179, -5.8139)
O (1.7495, -1.8132, -0.1783)
O (-2.3446, 1.1030, -5.9395)
N (-1.9460, -3.8401, 2.0366)
N (-3.0421, 1.2529, -1.5401)
N (-4.0279, 2.1112, -1.7518)
C (-1.5172, 1.0238, 2.1121)
C (0.1669, 2.4637, -0.0174)
C (-4.2315, 2.3976, -3.0515)
C (-1.4996, 0.0268, -2.9281)
C (-1.7553, -3.1891, 0.9161)
C (2.2312, 3.2369, 2.6511)
C (2.2154, 4.3731, 3.4464)
C (2.7014, -2.5550, -0.8223)
C (4.5479, -4.1135, -2.1660)
C (4.0095, -2.5779, -0.3680)
C (4.9398, -3.3654, -1.0472)
C (0.9333, 3.1965, 5.1043)
C (-3.3015, 1.6844, -3.7688)
C (-2.5962, 0.9700, -2.7667)
C (1.5633, 4.3552, 4.6714)
C (2.3156, -3.2874, -1.9268)
C (0.9499, 2.0601, 4.3100)
C (1.6040, 0.8452, 2.2126)
C (-2.3802, -3.6969, -0.3392)
C (-3.2629, 1.7932, -5.2686)
C (3.2226, -4.0783, -2.6143)
C (1.5970, 2.0725, 3.0767)
H (2.7623, 3.2502, 1.7053)
H (-1.8432, -4.5849, -0.6796)
H (0.2366, 3.3157, 0.6568)
H (-2.3552, -2.9387, -1.1161)
H (-1.5061, -3.5258, 2.8903)
H (1.5410, -0.0707, 2.8012)
H (-1.4481, 1.9445, 2.6878)
H (2.4851, 0.7773, 1.5749)
H (0.4749, 1.1503, 4.6616)
H (-1.5918, 0.1728, 2.7854)
H (2.7218, 5.2697, 3.1148)
H (-2.5289, -4.6626, 2.0738)
H (-1.7757, 0.5723, -5.3620)
H (-2.3810, 1.0489, 1.4490)
H (1.5593, 5.2386, 5.2952)
H (0.4401, 3.1748, 6.0668)
H (-0.7331, 2.5434, -0.6245)
H (1.0467, 2.4327, -0.6577)
H (-4.9939, 3.0750, -3.3997)
H (-3.4168, -3.9800, -0.1578)
H (-4.5460, 2.4743, -0.9672)

Entry from OMol25: a single C4H3N3O molecule (wB97M-V/def2-TZVPD).

Frontier orbital gap: 8.00 eV
Highest occupied orbital energy: -9.82 eV
Largest force on an atom: 2.070 eV Å⁻¹
SMILES: [H]/N=C1/C=NC(=O)C=N1

Atoms and positions in Å:
O (0.3883, 2.1593, 1.8965)
N (0.8788, -0.0640, 1.4608)
N (-0.6072, 0.3624, -0.9638)
N (-0.2789, -1.8966, -1.4805)
C (-0.3725, 1.3495, -0.1995)
C (0.3344, 1.2299, 1.1376)
C (0.5402, -1.0029, 0.6679)
C (-0.1469, -0.9079, -0.6794)
H (0.8048, -2.0165, 0.9480)
H (-0.7382, 2.3298, -0.4544)
H (-0.8028, -1.5430, -2.3331)

Entry from OMol25: a gas-phase ion, C4H12NO (charge +1) (wB97M-V/def2-TZVPD).

Frontier orbital gap: 11.80 eV
Highest occupied orbital energy: -15.11 eV
Largest force on an atom: 2.707 eV Å⁻¹
SMILES: C[C@H](O)[C@@H](C)[NH3+]
Total charge: +1

Atoms and positions in Å:
O (-1.9188, 0.5104, 0.1510)
N (-0.2611, -0.6344, 1.5085)
C (-0.8076, 0.2536, -0.6707)
C (-0.0537, 1.5916, -0.8318)
C (0.0333, -0.8602, -0.0493)
C (1.5526, -0.9468, -0.0796)
H (1.0183, 1.5493, -1.0918)
H (-1.1712, -1.0166, 1.7428)
H (2.0235, -1.7367, 0.4901)
H (-0.2286, 0.3228, 1.8816)
H (-1.1401, 0.0871, -1.7009)
H (1.9194, -1.2492, -1.0727)
H (0.5825, -1.0014, 1.9812)
H (-2.7299, 0.5069, -0.3792)
H (-0.2191, 2.3528, -0.0672)
H (-0.3294, -1.8854, -0.1725)
H (-0.3303, 2.1396, -1.7745)
H (2.0602, 0.0167, 0.1349)

Entry from OMol25: a molecular structure, C20H31CsN6OS4 (wB97M-V/def2-TZVPD).

Frontier orbital gap: 7.73 eV
Highest occupied orbital energy: -7.52 eV
Largest force on an atom: 1.862 eV Å⁻¹

Atoms and positions in Å:
Cs (1.3985, 0.8901, 0.1667)
S (4.5072, -0.4963, -0.3942)
S (-3.1720, 1.5496, -0.2602)
S (5.8562, 1.0886, -3.4457)
S (2.3132, -0.4906, -3.1658)
O (0.5231, -1.4554, 0.2908)
N (-2.9271, 0.1536, 2.0062)
N (2.1060, 3.5278, 0.7650)
N (0.6525, 5.5435, 0.6013)
N (-1.0639, 3.9064, 0.4373)
N (-1.5384, 6.1394, 0.3569)
N (-1.1707, 0.0004, 0.4861)
C (-2.1231, -4.6991, 0.7388)
C (-0.7043, -1.2297, 0.3784)
C (-3.7910, -3.3164, -0.3016)
C (3.1546, 0.8333, -4.0563)
C (-3.0262, -1.8815, 3.4364)
C (3.6280, -1.6830, -2.7972)
C (-0.6300, 5.1524, 0.4691)
C (-1.2502, -3.6242, 0.7716)
C (3.8458, -1.9087, -1.3076)
C (-2.2519, -0.6396, 3.0321)
C (6.1971, -0.3329, -1.0259)
C (1.4781, 4.5061, 0.6969)
C (-3.3918, -4.5470, 0.2005)
C (-5.4011, -0.0024, 1.8066)
C (4.1469, 1.6892, -3.2709)
C (-1.6547, -2.3856, 0.2929)
C (-2.3720, 0.4825, 0.8285)
C (-4.2155, 0.7274, 2.4135)
C (6.4702, 0.9772, -1.7551)
C (-2.9275, -2.2331, -0.2490)
H (3.3547, -2.6338, -3.2587)
H (-2.0375, 3.5945, 0.4076)
H (-0.2488, -3.7254, 1.1683)
H (-4.0691, -5.3899, 0.1611)
H (-1.8123, -5.6602, 1.1261)
H (-2.5161, 5.9561, 0.2288)
H (4.1076, 2.7158, -3.6413)
H (-2.4477, -2.4592, 4.1564)
H (-3.2386, -1.2737, -0.6407)
H (6.1132, 1.8261, -1.1683)
H (3.6295, 0.4283, -4.9537)
H (6.8763, -0.4118, -0.1751)
H (2.9019, -2.1487, -0.8129)
H (2.3325, 1.4587, -4.4111)
H (-6.3330, 0.3701, 2.2323)
H (3.8882, 1.7023, -2.2121)
H (4.5476, -1.3415, -3.2724)
H (-1.1988, 7.0840, 0.3411)
H (-4.2227, 1.7771, 2.1120)
H (-2.1075, 0.0208, 3.8971)
H (6.4121, -1.1779, -1.6820)
H (7.5509, 1.1059, -1.8462)
H (-5.4230, 0.1645, 0.7326)
H (-4.7742, -3.1951, -0.7354)
H (-1.2619, -0.9087, 2.6746)
H (-0.4142, 3.1658, 0.6029)
H (-4.2429, 0.6875, 3.5034)
H (-3.2281, -2.5134, 2.5737)
H (-3.9745, -1.6291, 3.9103)
H (4.5175, -2.7567, -1.1569)
H (-5.3470, -1.0740, 1.9925)

Entry from OMol25: a single C6H7N2O2P molecule (wB97M-V/def2-TZVPD).

Frontier orbital gap: 8.00 eV
Highest occupied orbital energy: -8.24 eV
Largest force on an atom: 2.609 eV Å⁻¹
SMILES: CO[C@@H]1N/C1=P\C=C/N=C=O

Atoms and positions in Å:
P (-0.6369, -0.1735, -0.9015)
O (2.7160, -1.4220, 0.5292)
O (-3.2749, -1.1186, -2.6415)
N (-3.6437, 0.6875, -1.2064)
N (1.7367, 0.7516, 0.5376)
C (2.2839, -0.3982, -0.2247)
C (0.8507, -0.0272, -0.1771)
C (-3.3202, -0.2050, -1.9416)
C (1.8388, -1.6996, 1.6442)
C (-1.5737, 1.2674, -0.3055)
C (-2.8307, 1.6024, -0.5385)
H (2.5109, -1.7311, 2.5002)
H (2.9936, -0.1463, -1.0391)
H (2.1862, 1.6504, 0.4533)
H (1.2573, -2.5822, 1.5510)
H (1.2427, -0.8570, 1.8891)
H (-0.9640, 1.8764, 0.3481)
H (-3.3729, 2.5252, -0.4768)

Entry from OMol25: a molecular structure, C25H60AlB2Cl2F5LiN5O16Si2 (wB97M-V/def2-TZVPD).

Frontier orbital gap: 2.97 eV
Highest occupied orbital energy: -7.84 eV
Largest force on an atom: 4.707 eV Å⁻¹

Atoms and positions in Å:
Cl (5.4565, 0.0610, -2.5709)
Cl (-0.7767, 1.7851, 0.2337)
Si (2.6111, 0.1153, 1.9081)
Si (1.2399, 1.0060, 4.2644)
Al (-1.9865, 3.6011, 2.7939)
F (-6.5100, 0.7998, 6.3711)
F (-5.8519, 0.6365, 4.1661)
F (-4.3529, 1.3805, 5.7728)
F (-5.0204, -0.8338, 5.7392)
F (0.0684, 1.2352, 3.0919)
O (-4.5600, 0.0049, -7.6393)
O (2.7315, 0.8650, 3.4402)
O (5.9043, -1.2053, -3.0850)
O (4.8045, 0.8079, -3.6208)
O (5.7695, 0.4068, -6.6495)
O (2.9819, -4.8121, 8.7517)
O (1.2035, -0.9901, -3.4957)
O (-4.1536, 0.3922, 2.4067)
O (-2.7839, 1.9464, 3.2636)
O (1.8750, -1.6970, 5.2018)
O (1.8975, 2.6776, -0.7144)
O (4.5109, -0.1656, -1.4856)
O (7.0624, -1.1577, -7.6128)
O (-5.9212, -2.3574, 2.4452)
O (6.5816, 0.8065, -2.0741)
O (3.5847, -3.5310, 10.3677)
N (-0.3829, -0.9015, 5.8530)
N (-2.9634, -1.1796, -5.5667)
N (3.2177, -3.7310, 9.2346)
N (3.8622, -1.9570, 0.4575)
N (3.0520, 1.3437, 0.6690)
C (3.0431, -2.5384, 8.3646)
C (-2.7875, -2.6583, -7.4939)
C (0.4991, -2.2320, -5.3287)
C (2.0435, 1.5824, -0.2871)
C (1.4443, 2.5060, 5.3883)
C (-0.8350, -2.3141, 5.8432)
C (-4.2896, 2.4635, 1.2282)
C (4.5222, 1.0793, -8.5216)
C (-0.4425, -2.5699, -3.0137)
C (0.0768, 3.0893, 5.9005)
C (-3.7739, 1.4483, 2.3133)
C (-3.7371, -2.0338, -6.4762)
C (-3.9697, -0.0288, -8.9284)
C (1.1234, 0.4701, -0.8522)
C (6.1435, -0.4041, -7.6689)
C (-0.8644, 3.7300, 4.8149)
C (3.9545, -1.2371, 1.7454)
C (-4.9073, -1.2661, -7.1145)
C (-2.3925, 3.4907, 5.3106)
C (0.8387, -2.2169, -3.8112)
C (-3.4168, 2.8201, 4.2728)
C (5.2034, -0.2389, -8.8430)
C (-1.4530, -0.0812, 5.2157)
C (4.5647, 1.1009, -7.0052)
C (3.4203, 2.6432, 1.2910)
B (0.8628, -0.6841, 5.1837)
B (-5.4428, 0.4899, 5.5155)
Li (-5.9186, 4.3158, 0.2622)
H (-3.3406, -3.1575, -8.2922)
H (1.3775, -2.0055, -5.9331)
H (-6.8240, -2.0522, 2.3225)
H (-1.2546, -1.8656, -3.2011)
H (2.2958, -1.9006, 8.8298)
H (0.1397, 0.3114, -0.1850)
H (5.1150, 1.9058, -8.9209)
H (1.6545, -0.5394, -0.9326)
H (-5.2822, 2.8398, 1.6328)
H (-4.4884, 1.9484, 0.2710)
H (4.9221, -0.6761, 1.7554)
H (-1.1497, -2.5877, 4.8057)
H (-2.7196, -0.3351, -6.0803)
H (-2.8859, -0.1333, -8.8485)
H (-1.7408, -2.4123, 6.4873)
H (2.0545, 3.2501, 4.8158)
H (-0.6782, 4.8273, 4.8308)
H (5.7525, -0.1924, -9.7804)
H (-4.1664, -2.8527, -5.8916)
H (2.9660, -2.4408, 0.4062)
H (-0.6244, 3.3891, 3.7473)
H (0.7671, 0.7403, -1.8582)
H (-0.7980, -3.5642, -3.2964)
H (-1.5009, 0.9492, 5.6345)
H (0.1459, -3.2227, -5.6226)
H (-1.4172, -0.0829, 4.1055)
H (3.9329, 3.2680, 0.5280)
H (-5.4188, -1.8709, -7.8730)
H (4.1439, 2.5262, 2.1222)
H (-0.2441, -2.5826, -1.9410)
H (4.0049, -2.0365, 8.3002)
H (3.9579, -1.9390, 2.6068)
H (2.4877, 3.1265, 1.6522)
H (4.4978, -1.0718, -8.8523)
H (1.6681, -2.2900, 4.4676)
H (-3.5578, 3.2977, 1.1574)
H (-0.2820, -1.5171, -5.5866)
H (-4.0967, 2.1585, 4.8761)
H (-2.1556, -3.4055, -7.0117)
H (-4.3847, -0.8261, -9.5500)
H (1.5426, -3.0469, -3.6444)
H (-5.6432, -1.0652, -6.3303)
H (-2.4636, 2.9104, 6.2513)
H (0.3512, 3.9160, 6.6004)
H (3.5134, 1.1645, -8.9263)
H (4.5983, 2.1152, -6.6124)
H (-4.1076, 3.5655, 3.8020)
H (-0.0957, -3.0265, 6.2539)
H (-5.3855, -1.5686, 2.3125)
H (2.7134, -2.8649, 7.3840)
H (-2.4408, -0.5303, 5.4776)
H (-0.4687, 2.3537, 6.5264)
H (-3.5795, -0.8445, -4.8305)
H (-2.8099, 4.4956, 5.5485)
H (1.3242, -0.5550, 1.6866)
H (-2.1201, -1.9254, -7.9483)
H (2.0651, 2.2734, 6.2865)
H (-4.1710, 0.9269, -9.4137)
H (3.8609, -1.2354, -0.2877)
H (3.7162, 0.5768, -6.5580)